Entry 1:
A structure of composition C24H30Cl3N4O6PPdS. Source: OMol25; level of theory: ωB97M-V with the def2-TZVPD basis set.

Calculated values
**⟨S²⟩**: 2.00
**Kohn-Sham gap (alpha / beta)**: 0.31916 / 0.22356 hartree
**Energy above the lowest of the compared OMol25 structures with the same formula, charge and spin**: 0.373 eV
**Highest occupied orbital energy (alpha / beta)**: -13.7 / -13.7 eV

```
! wB97M-V def2-TZVPD RIJCOSX def2/J DEFGRID3
* xyz 2 3
Pd -0.4820 0.5359 0.0151
Cl -0.1459 -3.5147 -3.0830
C -1.5515 -2.7757 -2.3037
Cl -2.6484 -2.1355 -3.5263
Cl -2.3617 -4.0103 -1.3008
C -1.1289 -1.6875 -1.3023
O -1.9267 -0.7867 -1.0546
O -0.0098 -1.8036 -0.7440
N -4.2394 6.4524 -2.3399
C -3.4853 5.4837 -2.8732
O -3.1868 5.3840 -4.0408
C -2.9573 4.4469 -1.9044
C -3.5535 3.1925 -1.8426
C -2.9393 2.1912 -1.1085
N -1.7882 2.3966 -0.4737
C -1.2162 3.5972 -0.5094
C -1.7739 4.6577 -1.2039
H -4.6535 7.1372 -2.9548
H -4.4430 6.5125 -1.3563
H -4.4784 3.0033 -2.3610
H -3.3712 1.1990 -1.0326
H -0.2984 3.7176 0.0547
H -1.2926 5.6224 -1.2148
O 0.1774 1.4230 1.8641
S 0.8891 0.6153 2.9224
C -0.5060 0.0565 4.0235
C -1.2768 -1.0924 3.4767
C -2.0438 -0.9413 2.3154
C -2.7380 -2.0262 1.8019
C -2.6936 -3.2530 2.4491
C -1.9615 -3.3992 3.6172
C -1.2414 -2.3283 4.1183
C 1.2818 -0.9338 1.9681
C 2.4282 -1.7658 2.4350
C 3.7313 -1.3052 2.2554
C 4.8063 -2.1296 2.5260
C 4.5931 -3.4182 2.9883
C 3.3015 -3.8701 3.2007
C 2.2187 -3.0530 2.9196
H -1.1245 0.9508 4.1103
H -0.0573 -0.1715 4.9888
H -2.1515 0.0419 1.8431
H -3.3233 -1.9058 0.9017
H -3.2617 -4.0858 2.0650
H -1.9511 -4.3431 4.1428
H -0.6639 -2.4430 5.0248
H 1.5514 -0.5050 0.9946
H 0.3688 -1.5338 1.8950
H 3.8965 -0.2970 1.9018
H 5.8098 -1.7725 2.3637
H 5.4322 -4.0630 3.1874
H 3.1334 -4.8688 3.5682
H 1.2112 -3.4233 3.0582
N 2.2997 -2.0728 -1.8380
C 2.2667 -1.0302 -2.8758
P 1.6903 0.5882 -2.1066
O 2.0900 0.5976 -0.6752
O 0.2420 0.9001 -2.4117
C 2.5595 1.9225 -3.1474
N 1.4600 2.7053 -3.7515
H 2.5005 -2.9958 -2.2349
H 1.3156 -2.1195 -1.3685
H 2.9685 -1.8266 -1.0987
H 1.5772 -1.3230 -3.6648
H 3.2617 -0.9004 -3.2986
H 3.2096 1.4975 -3.9100
H 3.1699 2.5331 -2.4823
H 1.4500 2.6782 -4.7745
H 1.4436 3.6873 -3.4592
H 0.5925 2.1853 -3.3669
*
```

---

Entry 2:
An isolated molecule of C7H11BN2O3. Source: OMol25; level of theory: ωB97M-V with the def2-TZVPD basis set.

Calculated values
**SMILES**: N#C[C@H](CB(O)O)[C@@H](C#N)CCO
**Kohn-Sham gap**: 0.40481 hartree
**Highest occupied orbital energy**: -11.2 eV

```
! wB97M-V def2-TZVPD RIJCOSX def2/J DEFGRID3
* xyz 0 1
N 2.1409 -0.6360 2.4391
C 1.3557 -0.2769 1.6559
C 0.4613 0.0998 0.5803
C -0.1639 1.4728 0.9039
B 0.8663 2.5869 0.4429
O 0.9319 2.9478 -0.8969
O 1.6973 3.1839 1.3629
C -0.5707 -1.0122 0.3954
C -1.5608 -0.9698 1.4368
N -2.3334 -1.0677 2.2880
C -1.2754 -0.9563 -0.9861
C -0.8817 -2.1436 -1.8481
O 0.3918 -2.0084 -2.4256
H 1.0593 0.1898 -0.3162
H -1.1311 1.5875 0.4407
H -0.2735 1.5619 1.9744
H 1.7496 2.5999 -1.2558
H 2.5681 2.7882 1.3429
H -0.0548 -1.9543 0.4590
H -1.0840 -0.0295 -1.5045
H -2.3340 -1.0560 -0.8243
H -0.9344 -3.0355 -1.2350
H -1.6064 -2.2619 -2.6366
H 0.9817 -1.6102 -1.7932
*
```